Below is a single C4H10S molecule, with properties calculated with ωB97M-V/def2-TZVPD.

CARTESIAN COORDINATES (ANGSTROEM)
C (-2.053203, -0.809870, 0.025934)
C (-1.000657, 0.236237, 0.379437)
C (-0.031161, 0.488683, -0.738893)
S (1.301890, -1.085706, -0.458709)
C (2.505332, 0.291746, 0.364790)
H (-2.965482, -0.772973, 0.613243)
H (-1.558198, -1.783989, 0.041600)
H (-2.350827, -0.717708, -1.023414)
H (-1.556180, 1.148548, 0.647402)
H (-0.394732, -0.086057, 1.225265)
H (-0.370712, 0.306966, -1.755833)
H (0.675585, 1.304839, -0.693499)
H (3.345361, -0.092092, 0.926712)
H (1.730417, 0.720241, 0.980103)
H (2.722568, 0.851138, -0.534136)

Cartesian forces, eV/Å:
C 0.73 -0.50 -0.90
C -0.99 1.01 0.07
C 1.90 -3.10 -0.11
S 0.34 2.88 0.19
C -2.00 -1.97 -1.18
H 0.20 -0.13 0.33
H -0.37 -0.20 0.39
H -0.11 0.32 0.05
H 0.38 0.07 0.01
H -0.35 0.16 0.32
H -0.29 0.27 0.10
H -0.42 0.35 0.12
H 0.04 -0.19 -0.17
H 0.47 0.63 0.43
H 0.50 0.39 0.35

Values from the calculation:
frontier orbital gap	9.54	eV
relative energy (zero: lowest compared OMol25 entry of this formula, charge and spin)	1.262	eV
structure (SMILES)	CCCSC

***

Below is a single CO5S molecule, with properties calculated with ωB97M-V/def2-TZVPD.

CARTESIAN COORDINATES (ANGSTROEM)
C (0.152954, 0.112973, -0.963655)
O (0.394477, -0.031657, -2.108823)
O (0.400848, -1.118817, 2.188279)
O (-1.102522, 0.334994, -0.512919)
O (1.038829, 0.091386, 0.038695)
O (-1.136003, 0.486676, 0.870969)
S (0.402074, 0.174215, 1.618278)

Cartesian forces, eV/Å:
C -0.23 -0.02 -0.38
O 0.10 -0.01 -0.18
O -0.06 -0.66 0.11
O -0.32 -0.22 -0.65
O 0.31 0.02 1.42
O 0.76 0.08 1.40
S -0.56 0.82 -1.72

Values from the calculation:
frontier orbital gap	10.99	eV
relative energy (zero: lowest compared OMol25 entry of this formula, charge and spin)	2.897	eV

***

Below is 2 unconnected molecules or ions with the total composition C3H10N2Si, with properties calculated with ωB97M-V/def2-TZVPD.

CARTESIAN COORDINATES (ANGSTROEM)
C (1.829841, -0.299432, 0.419588)
C (0.833845, 0.504691, 0.007461)
C (3.271745, -0.064053, 0.072264)
N (-2.939193, 1.422591, -0.262536)
N (-1.903773, -1.300364, -0.564986)
Si (-1.948648, 0.162804, 0.465086)
H (1.830838, -1.116337, 1.141790)
H (0.970801, 1.344825, -0.565128)
H (3.732259, -0.916508, -0.236408)
H (3.858362, 0.100878, 0.983318)
H (3.298768, 0.786571, -0.683044)
H (-3.687727, 1.844476, 0.308817)
H (-3.454244, 1.048080, -1.095182)
H (-1.310044, -2.050342, -0.348560)
H (-2.222129, -1.323553, -1.526527)
H (-2.160705, -0.144333, 1.884046)

Cartesian forces, eV/Å:
C -0.25 0.96 0.00
C -2.23 -3.04 2.89
C -1.17 3.24 0.12
N -1.09 -1.25 -0.16
N -1.85 2.38 0.66
Si 2.98 -1.05 -2.54
H -1.17 -0.07 -0.09
H 0.54 1.82 -1.51
H 1.10 -2.55 -1.78
H -0.20 0.86 0.03
H 0.64 -1.09 1.01
H 0.85 -0.23 -0.13
H 0.89 0.52 0.81
H 0.93 -0.80 0.29
H 0.12 0.11 0.34
H -0.10 0.18 0.05

Values from the calculation:
frontier orbital gap	8.16	eV
relative energy (zero: lowest compared OMol25 entry of this formula, charge and spin)	3.185	eV

***

Below is a single C6H9N7 molecule, with properties calculated with ωB97M-V/def2-TZVPD.

CARTESIAN COORDINATES (ANGSTROEM)
C (-2.314355, -1.429377, 0.602205)
C (-1.314755, 0.484163, 0.330531)
C (-0.565375, 2.825846, 0.477276)
C (1.216501, -1.357310, 0.171289)
C (0.620930, 1.489760, -0.882377)
C (2.352554, -2.058143, -0.455318)
N (-3.079813, -0.499712, 1.065117)
N (-2.476205, 0.680967, 0.924488)
N (0.546716, 3.500752, -0.127496)
N (1.176385, 2.681399, -0.886553)
N (-1.133261, -0.884484, 0.115860)
N (-0.042112, -1.574188, -0.289487)
N (-0.465483, 1.454826, -0.025478)
H (-2.524824, -2.476916, 0.571387)
H (-0.511958, 2.848130, 1.573025)
H (-1.513629, 3.294899, 0.182427)
H (1.361732, -0.511097, 0.819111)
H (0.921182, 0.677516, -1.509621)
H (2.063273, -3.063503, -0.764252)
H (3.181740, -2.121837, 0.246136)
H (2.727372, -1.528865, -1.340136)
H (-0.226615, -2.432826, -0.798134)

Cartesian forces, eV/Å:
C 0.75 0.15 0.01
C -0.80 -1.93 0.05
C -0.60 -0.14 0.40
C 0.72 0.51 1.08
C -0.82 -0.65 0.43
C -0.04 0.14 -0.16
N -0.84 -1.01 0.18
N 1.03 1.23 -0.45
N -0.21 0.88 0.60
N 0.90 -0.15 -0.90
N -1.33 1.09 0.78
N -0.14 -0.80 -1.42
N 1.35 1.15 -0.57
H -0.01 -0.31 0.02
H 0.01 0.01 -0.09
H 0.05 -0.07 0.02
H -0.05 0.04 0.12
H 0.08 -0.21 -0.05
H 0.12 -0.13 -0.02
H 0.00 -0.11 0.01
H 0.03 -0.08 -0.13
H -0.19 0.41 0.09

Values from the calculation:
frontier orbital gap (spin up / spin down)	6.26 / 7.93	eV
relative energy (zero: lowest compared OMol25 entry of this formula, charge and spin)	5.658	eV

***

Below is a molecular structure, C41H45BBrN8O3V, with properties calculated with ωB97M-V/def2-TZVPD.

CARTESIAN COORDINATES (ANGSTROEM)
V (-0.853474, -0.723696, -0.409360)
C (-1.648450, 2.714325, 4.540384)
C (-0.625956, 2.690345, 3.454706)
C (0.715313, 2.997398, 3.528836)
C (1.199703, 2.771437, 2.225654)
N (0.225206, 2.359328, 1.432030)
N (-0.891025, 2.310037, 2.180925)
B (-2.229339, 1.777247, 1.603759)
N (-2.391831, 0.269463, 1.971429)
N (-1.433588, -0.642166, 1.641818)
C (-1.524439, -1.635663, 2.533956)
C (-2.580758, -1.385706, 3.415133)
C (-3.112372, -0.177913, 3.015988)
C (-4.315716, 0.519569, 3.560554)
C (-0.571041, -2.759374, 2.661525)
C (-0.425401, -3.756071, 1.706711)
C (0.506378, -4.768594, 1.891122)
C (1.273155, -4.811447, 3.045282)
C (1.107176, -3.838495, 4.023245)
C (0.189188, -2.819327, 3.831443)
N (-2.285996, 2.012985, 0.097384)
N (-1.416674, 1.429057, -0.755122)
C (-1.647948, 1.957300, -1.958930)
C (-2.688467, 2.897823, -1.873557)
C (-3.057779, 2.908680, -0.548876)
C (-4.087801, 3.752983, 0.125095)
C (-0.867529, 1.666710, -3.161216)
C (0.617131, 1.509944, -3.041479)
C (1.314803, 1.309257, -4.343248)
C (0.666875, 1.357539, -5.528841)
C (-0.737291, 1.563205, -5.582778)
C (-1.468140, 1.696421, -4.392759)
C (2.566563, 2.884733, 1.700421)
C (2.785758, 2.958130, 0.324578)
C (4.072995, 3.012733, -0.182367)
C (5.166935, 3.001620, 0.674946)
C (4.958628, 2.937358, 2.044920)
C (3.668312, 2.879031, 2.552805)
H (-1.217841, 3.172926, 5.429933)
H (-2.533383, 3.283873, 4.251571)
H (-1.969679, 1.705048, 4.806401)
H (1.251515, 3.346079, 4.396227)
H (-3.139277, 2.352140, 2.130268)
H (-2.916097, -2.021598, 4.216661)
H (-4.769191, -0.107623, 4.327159)
H (-4.081858, 1.488653, 3.996785)
H (-5.049835, 0.684309, 2.771049)
H (-1.005172, -3.723681, 0.798096)
H (0.636848, -5.496445, 1.102113)
H (2.005017, -5.598014, 3.182575)
H (1.702288, -3.864592, 4.928075)
H (0.059493, -2.050506, 4.585298)
H (-3.072501, 3.520787, -2.663203)
H (-4.578831, 4.377091, -0.620596)
H (-4.845274, 3.141588, 0.616936)
H (-3.644377, 4.401620, 0.881396)
H (1.021266, 2.401622, -2.531498)
H (2.381554, 1.120416, -4.311976)
H (1.213253, 1.205113, -6.452345)
H (-1.245356, 1.583560, -6.537543)
H (-2.544637, 1.815864, -4.442688)
H (1.925135, 2.957099, -0.331662)
H (4.226944, 3.060647, -1.253553)
H (6.173137, 3.039118, 0.276931)
H (5.804579, 2.922349, 2.721529)
H (3.511819, 2.807065, 3.622900)
N (2.258474, -0.392180, 2.537458)
C (2.791476, -1.469754, 1.703804)
C (3.286686, -0.916314, 0.369021)
C (2.217769, -0.897990, -0.729029)
N (0.986080, -0.250264, -0.351586)
H (3.004281, 0.205976, 2.873761)
H (1.766130, -0.765043, 3.338875)
H (1.983780, -2.183251, 1.524218)
H (3.604002, -2.024200, 2.196010)
H (4.128304, -1.517446, 0.009192)
H (3.667996, 0.098602, 0.530206)
H (1.997892, -1.929055, -1.018676)
H (2.671363, -0.422870, -1.618784)
H (0.852902, 0.704687, -2.329113)
H (1.143919, 0.630266, 0.135362)
Br (0.779703, -2.472270, -7.793265)
C (0.538013, -2.800838, -5.931274)
C (-0.204273, -1.906199, -5.184549)
C (-0.357911, -2.135902, -3.824582)
C (0.199063, -3.260073, -3.230113)
C (0.926471, -4.153278, -4.009577)
C (1.113171, -3.925824, -5.363717)
C (0.012358, -3.556636, -1.751888)
O (0.269621, -4.687160, -1.343068)
O (-0.377338, -2.575734, -1.039905)
H (-0.648148, -1.036470, -5.646130)
H (-0.935750, -1.440252, -3.227487)
H (1.339348, -5.031323, -3.531316)
H (1.689668, -4.609985, -5.971219)
C (-3.244880, -1.954365, -1.858775)
O (-2.554085, -0.921409, -1.249469)
H (-2.709641, -2.915103, -1.828736)
H (-3.450003, -1.728039, -2.916986)
H (-4.219084, -2.111017, -1.371616)

Cartesian forces, eV/Å:
V 0.17 0.06 -0.19
C 0.01 0.00 0.02
C 0.02 -0.05 0.06
C 0.00 -0.02 -0.03
C -0.04 -0.04 0.00
N 0.01 0.07 -0.04
N 0.04 0.00 -0.01
B 0.01 -0.01 -0.02
N -0.03 -0.01 -0.03
N -0.06 -0.11 0.17
C 0.01 0.06 -0.03
C 0.03 -0.04 0.00
C -0.02 0.03 0.04
C -0.02 0.00 -0.01
C 0.00 -0.01 0.00
C 0.01 0.08 -0.01
C 0.02 -0.02 -0.01
C 0.00 -0.01 -0.01
C 0.00 0.00 0.00
C -0.02 -0.01 0.02
N 0.02 0.06 0.04
N -0.07 -0.18 -0.05
C 0.06 0.02 0.06
C 0.04 0.03 0.01
C -0.04 0.03 0.01
C -0.01 -0.01 -0.01
C -0.02 0.01 -0.05
C -0.01 -0.03 0.01
C 0.00 0.01 -0.01
C 0.02 0.02 0.01
C 0.02 0.01 -0.02
C -0.01 -0.03 0.04
C 0.02 0.01 0.00
C -0.02 -0.02 0.02
C 0.03 0.00 -0.01
C 0.00 0.00 -0.02
C 0.00 0.00 0.01
C 0.01 0.01 0.00
H -0.01 0.01 0.00
H 0.00 0.00 -0.01
H 0.00 0.00 0.00
H -0.01 0.01 0.01
H -0.02 0.03 -0.02
H -0.01 -0.01 0.00
H -0.01 0.01 0.00
H 0.01 -0.01 0.01
H 0.00 0.00 0.01
H 0.01 -0.03 -0.02
H -0.01 -0.01 -0.01
H 0.00 0.00 0.00
H 0.00 0.00 0.00
H 0.01 0.01 -0.01
H 0.00 0.00 -0.01
H 0.00 0.00 0.01
H 0.00 0.00 0.00
H 0.01 0.00 0.00
H 0.01 0.00 0.02
H 0.00 0.00 -0.01
H 0.01 0.00 0.00
H -0.01 0.00 0.00
H 0.00 0.01 0.00
H 0.00 0.00 -0.03
H -0.01 -0.01 -0.01
H 0.00 0.00 0.00
H 0.00 0.00 0.00
H 0.00 0.00 0.00
N -0.01 -0.04 0.02
C 0.02 0.03 0.00
C -0.05 -0.02 -0.01
C 0.09 0.02 0.01
N -0.33 -0.18 0.09
H 0.00 0.00 -0.01
H 0.00 0.01 0.01
H -0.01 -0.01 -0.01
H -0.01 -0.01 0.00
H 0.00 0.01 -0.02
H 0.01 0.02 0.01
H 0.00 0.00 0.02
H -0.01 0.00 -0.01
H 0.00 0.02 -0.03
H 0.07 0.07 -0.11
Br 0.00 0.00 0.01
C 0.01 0.01 -0.02
C 0.00 0.00 -0.01
C -0.02 0.00 0.02
C -0.04 -0.08 0.01
C -0.01 0.00 0.00
C 0.00 0.01 0.00
C 0.29 0.04 -0.05
O -0.09 -0.03 0.01
O -0.14 0.10 0.09
H 0.00 -0.01 0.00
H -0.02 0.01 0.00
H 0.00 0.00 0.01
H 0.00 0.00 0.00
C -0.02 -0.15 -0.01
O 0.16 0.19 0.07
H -0.01 0.03 0.00
H 0.00 0.00 0.01
H 0.02 0.01 -0.01

Values from the calculation:
frontier orbital gap (spin up / spin down)	6.59 / 7.36	eV
net charge	-1
relative energy (zero: lowest compared OMol25 entry of this formula, charge and spin)	2.266	eV
multiplicity	4

***

Below is a single C4H7N3O5 molecule, with properties calculated with ωB97M-V/def2-TZVPD.

CARTESIAN COORDINATES (ANGSTROEM)
C (-0.942041, -1.224227, 0.742962)
C (0.993468, 1.870923, 1.171371)
C (1.777732, -0.268557, 0.346332)
C (0.585477, 0.612523, 0.398813)
N (-2.288611, 0.347005, -1.950879)
N (-1.934097, -0.647970, -1.242768)
N (-1.145083, -1.545158, -1.536146)
O (-1.087178, -2.305113, -2.442254)
O (-1.781239, -1.818003, 1.364836)
O (-3.412063, 0.697748, -2.157131)
O (-0.405940, -1.883070, -0.340444)
O (-0.547279, -0.018837, 1.052106)
H (1.493177, 2.600686, 0.585910)
H (0.270530, 2.455781, 1.660816)
H (1.791056, 1.599433, 1.819969)
H (1.581927, -1.158022, -0.305586)
H (2.052439, -0.654060, 1.438954)
H (2.638442, 0.308665, 0.003321)
H (0.359284, 1.030251, -0.610182)

Cartesian forces, eV/Å:
C -2.24 -1.00 1.78
C 0.50 -0.74 0.01
C 0.95 -2.32 1.37
C 0.25 1.99 -0.48
N 0.42 3.04 -3.86
N -1.61 -0.82 1.98
N -0.26 -0.66 1.86
O 0.84 -0.07 -1.00
O 0.73 0.59 -0.06
O -0.01 -0.90 1.16
O 0.95 -0.54 -1.79
O 0.86 0.69 -0.30
H 0.33 0.42 -1.46
H -1.39 0.13 0.83
H 0.29 -0.28 1.31
H 0.74 0.90 0.63
H -0.65 0.76 -2.23
H -0.09 -0.17 -0.13
H -0.63 -1.04 0.38

Values from the calculation:
frontier orbital gap (spin up / spin down)	8.74 / 8.74	eV
relative energy (zero: lowest compared OMol25 entry of this formula, charge and spin)	6.586	eV

***

| no. | total energy (eV) |
| --- | --- |
| 1 | -15144.105 |
| 2 | -22106.235 |
| 3 | -14128.492 |
| 4 | -16793.202 |
| 5 | -157723.788 |
| 6 | -18960.680 |